The following is a DFT calculation (the ωB97M-V functional and the def2-TZVPD basis) of a molecular structure, C45H37F9N9O4PSe2V at a distorted geometry.

XYZ file:
```
108
Properties=species:S:1:pos:R:3:forces:R:3
V 1.831641 0.552605 -1.035891 0.990 -1.419 -0.414
O 1.121250 -2.100363 -3.303670 -0.032 -0.162 -0.171
C 0.331388 -1.531103 -2.522776 -0.599 -0.132 0.115
N 0.432931 -0.137769 -2.285516 0.358 -0.278 -0.118
C 0.413659 0.658795 -3.433482 -0.329 0.279 0.134
C -0.079921 0.283088 -4.679729 0.003 0.007 -0.074
C -0.126289 1.207026 -5.719868 -0.013 -0.009 0.006
C 0.305586 2.510220 -5.535337 0.000 0.042 -0.020
C 0.790418 2.910528 -4.290440 -0.047 0.062 0.025
C 0.843770 1.999577 -3.250291 -0.197 -0.094 -0.028
N 1.304591 2.227048 -1.950241 -0.298 0.947 -0.362
C 1.316529 3.393274 -1.316131 -0.094 -0.121 -0.039
O 0.983104 4.522048 -1.693713 0.062 0.054 0.007
C 1.766264 3.174306 0.113517 -0.062 -0.047 -0.084
C 1.942396 4.227084 0.990343 -0.037 0.059 0.003
C 2.394972 3.961466 2.270677 -0.009 -0.059 -0.021
C 2.640804 2.645123 2.635854 -0.017 0.024 0.027
C 2.416480 1.641869 1.710768 -0.003 -0.051 0.042
N 1.987718 1.898669 0.474175 -0.292 0.940 0.914
C -0.783756 -2.309777 -1.999294 0.192 0.378 -0.229
C -1.070444 -3.497203 -2.728294 0.035 -0.325 -0.032
C -2.237678 -4.183180 -2.581425 0.100 0.156 0.085
C -3.174185 -3.695169 -1.623694 -0.062 -0.159 -0.079
C -2.816894 -2.602057 -0.891610 0.193 0.072 0.095
N -1.668401 -1.900897 -1.011866 -0.250 -0.312 -0.045
H -0.409246 -0.735901 -4.837862 0.019 0.008 -0.011
H -0.502334 0.894877 -6.688115 -0.001 -0.006 -0.003
H 0.271861 3.219271 -6.354022 0.007 0.003 -0.006
H 1.130913 3.921162 -4.115717 -0.019 0.009 0.004
H 1.718723 5.222327 0.631268 0.035 -0.003 -0.010
H 2.561427 4.767691 2.974467 -0.015 0.005 0.016
H 2.999449 2.387468 3.622683 0.002 0.002 0.012
H 2.607807 0.597701 1.929349 -0.007 -0.009 -0.016
H -0.334199 -3.800011 -3.457528 0.023 0.000 -0.002
H -2.452956 -5.052208 -3.189824 0.012 -0.028 0.002
H -4.126113 -4.176838 -1.444877 -0.007 0.001 0.009
H -3.487949 -2.257833 -0.111229 -0.011 -0.007 -0.013
O 3.381061 -0.892451 -3.497684 0.268 0.048 -0.101
C 4.480103 -1.694000 -3.199330 -0.038 0.071 0.031
C 5.206808 -1.414411 -1.862521 -0.050 -0.001 0.059
C 6.566394 -2.129515 -2.031649 -0.011 0.002 0.006
O 7.456324 -2.008624 -0.925991 0.052 0.022 0.031
C 5.511380 0.060885 -1.570192 -0.093 0.007 -0.040
Se 4.107650 1.437154 -1.680811 0.042 0.000 -0.096
C 4.518665 -2.074728 -0.667980 -0.090 0.096 -0.035
Se 2.701243 -1.553790 -0.118524 -0.041 -0.546 0.587
H 2.536239 -1.397014 -3.417288 -0.044 -0.045 -0.025
H 5.214221 -1.564514 -4.009565 0.034 0.000 0.015
H 4.201885 -2.757985 -3.184480 0.006 -0.038 -0.041
H 7.052023 -1.747097 -2.939442 0.001 0.009 0.014
H 6.406635 -3.203261 -2.160584 -0.021 0.005 -0.033
H 7.478708 -1.074204 -0.691605 -0.013 -0.019 0.015
H 6.295556 0.416624 -2.247247 -0.022 -0.022 -0.021
H 5.893464 0.127223 -0.546685 0.071 -0.006 -0.028
H 5.139532 -1.934523 0.216556 0.031 -0.063 -0.033
H 4.442636 -3.148703 -0.852390 0.018 0.008 -0.008
N -2.870293 4.801557 1.355819 0.069 0.153 -0.001
N -2.325549 3.934666 0.415865 0.059 -0.026 -0.106
N -2.559253 4.050227 -0.866020 -0.084 0.000 0.025
C -1.846599 3.029951 -1.335778 0.021 -0.038 -0.083
N -1.232190 2.345976 -0.366012 0.166 0.432 0.079
N -1.538298 2.954886 0.755905 -0.278 0.231 -0.251
H -3.815592 4.995848 1.042898 -0.026 -0.065 0.058
H -2.894905 4.279918 2.225616 -0.063 -0.024 0.021
H -1.767359 2.782617 -2.380042 0.030 0.018 -0.042
F -0.913213 1.689779 7.222023 0.017 -0.001 -0.008
C -2.075195 1.382373 6.601733 0.024 -0.020 0.002
F -2.811097 2.522066 6.631039 -0.020 0.021 -0.015
F -2.713661 0.504951 7.400709 -0.009 -0.017 0.000
C -1.869770 0.872686 5.213009 -0.049 -0.006 -0.009
C -2.445759 -0.321707 4.790945 0.007 0.029 0.079
C -2.257973 -0.743946 3.486966 0.067 0.026 0.054
C -1.510543 0.000019 2.570343 -0.173 0.145 -0.138
C -0.946647 1.190418 3.019080 0.159 0.030 -0.071
C -1.116459 1.628719 4.324796 -0.025 -0.020 0.018
P -1.268013 -0.582814 0.736427 0.474 -0.136 0.513
C -0.619818 -2.204845 1.533598 -0.236 -0.037 -0.146
C -0.906256 -3.545777 1.295542 -0.030 0.068 0.043
C -0.234444 -4.566758 1.960504 0.019 -0.003 0.010
C 0.749059 -4.270844 2.884812 -0.002 -0.021 0.019
C 1.073012 -2.942278 3.128872 0.012 -0.007 -0.037
C 0.406159 -1.942903 2.453964 0.080 0.001 -0.082
C 1.446434 -5.351478 3.643296 0.023 -0.005 0.021
F 0.961593 -5.492353 4.906776 -0.023 0.014 0.008
F 1.326768 -6.565471 3.069123 -0.027 -0.010 -0.032
F 2.767248 -5.121959 3.788665 -0.005 0.024 -0.007
C -3.017044 0.059392 0.281547 -0.005 0.014 0.058
C -3.862905 0.696079 1.192506 -0.039 -0.185 0.016
C -5.004033 1.388346 0.800373 -0.064 0.037 -0.086
C -5.333980 1.479745 -0.537872 0.010 -0.031 0.035
C -4.496126 0.887933 -1.477621 -0.034 0.034 0.021
C -3.365308 0.207743 -1.073749 0.134 0.153 -0.025
C -6.549860 2.218489 -0.992738 -0.001 0.062 -0.015
F -7.278374 2.713923 0.031965 0.005 -0.016 0.027
F -7.390223 1.440849 -1.713114 0.012 -0.022 -0.003
F -6.251538 3.271109 -1.784537 0.016 -0.024 -0.012
H -3.031803 -0.913168 5.481958 -0.004 -0.008 0.001
H -2.705249 -1.680031 3.168292 0.013 -0.017 0.015
H -0.380620 1.798053 2.322765 0.009 -0.134 0.196
H -0.670377 2.560620 4.652268 0.045 0.009 -0.002
H -1.660117 -3.844102 0.590821 -0.106 0.032 -0.162
H -0.480716 -5.597046 1.739982 -0.016 -0.002 0.003
H 1.863390 -2.690906 3.823891 0.036 0.010 -0.029
H 0.707375 -0.920496 2.635212 0.028 0.003 0.008
H -3.665615 0.672750 2.249865 0.051 -0.030 0.031
H -5.630266 1.850424 1.552531 -0.018 -0.011 -0.001
H -4.714293 0.980571 -2.534573 0.015 0.003 -0.011
H -2.707549 -0.183782 -1.833488 0.010 0.010 0.000
```
Positions in Å, forces in eV/Å.

Computed properties:
- LUMO level (alpha / beta): 3.77 / 3.77 eV
- Highest occupied orbital energy (alpha / beta): -0.618 / -2.115 eV
- E_tot: -9517.9041 Eh
- Energy relative to the best compared isomer or geometry (same formula, charge and spin): 84.4 kcal/mol
- Frontier orbital gap (alpha / beta): 4.39 / 5.89 eV
- Charge: -2
- ⟨S²⟩: 3.79
- Multiplicity: 4
- Molar mass: 1178.7 g mol⁻¹